# 1
23
Properties=species:S:1:pos:R:3:forces:R:3 method="wB97M-V/def2-TZVPD" lumo_ha="0.1202 / 0.1174" total_charge=-1 total_energy_ha=-478.942888 spin_multiplicity=2 s_squared=0.7504 orbital_gap_ev="2.51 / 7.98" relative_energy_kj_mol=103.1
C -1.251721 2.178186 0.086987 -0.253 0.292 0.267
C -1.506933 1.108387 0.851689 -0.019 -0.238 -0.859
N -0.939252 -0.118534 0.719574 0.094 -0.091 -0.122
C -0.989001 -1.126679 1.723991 0.119 -1.461 0.958
H -0.470555 2.226885 -0.651384 0.268 -0.074 0.068
H -1.798890 3.081500 0.289345 -0.118 0.200 -0.045
H -2.334252 1.137519 1.544550 0.088 0.080 0.408
H -0.236072 -0.261665 0.005692 0.018 0.207 0.287
H -1.606993 -2.005239 1.476083 -0.222 0.305 -0.251
H -0.012859 -1.565955 1.925566 0.285 0.263 -0.305
H -1.309551 -0.813680 2.720061 -0.241 0.605 -0.274
H -1.347142 -2.445865 -3.514768 -0.097 0.178 0.004
H -0.435717 -1.250558 -3.869301 -0.214 -0.338 0.297
O -0.441040 -2.133326 -3.463841 0.274 0.208 -0.271
H -1.859811 1.880000 -2.617301 -0.135 -0.235 -0.083
H -0.521452 1.240009 -2.567921 -0.006 -0.234 -0.178
O -1.329206 1.230914 -3.101300 0.181 0.313 0.179
H 2.650147 -0.943101 1.183194 0.026 0.151 0.069
H 2.680619 -2.373847 0.665760 -0.136 0.126 -0.046
O 2.073489 -1.634869 0.810925 0.193 -0.203 -0.019
H 3.873043 0.829137 2.700456 -0.199 0.155 -0.001
H 3.196073 1.139373 1.331114 0.118 0.146 0.246
O 3.917076 0.621407 1.750825 -0.023 -0.356 -0.330

---

# 2
37
Properties=species:S:1:pos:R:3:forces:R:3 method="wB97M-V/def2-TZVPD" lumo_ha=0.0907 total_charge=-1 total_energy_ha=-3530.614704 spin_multiplicity=1 orbital_gap_ev=4.69
C 0.787170 0.840300 2.941663 0.565 0.049 0.445
O -0.638302 0.785268 3.065828 1.086 3.761 -3.979
C -1.283577 1.591329 2.067724 -0.302 -0.132 -0.443
C -0.715731 1.478580 0.619800 -0.377 0.381 0.057
C 0.284946 2.584088 0.199815 -0.235 -0.297 -0.773
C 0.797702 2.406878 -1.275081 -0.286 -0.108 0.544
C 1.077422 0.949022 -1.661861 1.090 0.889 -0.412
O 2.214190 0.485454 -0.846781 -0.641 -1.131 -0.749
C 2.124983 -0.868708 -0.685062 0.601 1.118 1.131
O 2.077161 -1.334637 0.411405 -0.004 -0.546 -0.463
O 2.152271 -1.606165 -1.845214 -0.889 0.694 0.166
C 1.085946 -2.543943 -1.899062 -0.928 -1.238 0.614
C -0.108717 -2.064730 -2.768816 0.319 -0.471 -0.956
O -0.059239 -2.198652 -3.951945 -0.152 0.508 0.189
O -1.245465 -1.514438 -2.164424 0.822 -0.482 0.848
C -1.784840 -2.412145 -1.228358 -0.665 -0.866 1.716
C -2.018569 -1.972175 0.222053 -0.181 1.217 -0.448
O -2.029458 -3.542063 -1.541627 0.411 0.297 -0.672
H 1.182160 1.881273 2.916361 -0.328 -0.382 -0.134
H 1.195516 0.359108 3.844398 -0.376 0.222 -0.328
H 1.181603 0.248537 2.091607 -0.325 0.460 0.188
H -1.372803 2.668049 2.350922 0.340 -0.432 0.000
H -2.329484 1.218433 2.019272 0.518 0.053 0.294
H -1.590333 1.576130 -0.066225 0.463 -0.216 0.214
H -0.304283 0.459780 0.495077 -0.130 0.495 0.105
H -0.274555 3.541369 0.196369 0.485 -0.319 0.390
H 1.149241 2.633788 0.880205 -0.447 0.037 -0.211
H 1.708615 3.025098 -1.406154 -0.328 -0.480 -0.058
H 0.055140 2.806434 -1.996706 0.234 -0.304 0.363
H 0.236532 0.270680 -1.462560 0.106 0.519 -0.325
H 1.411484 0.930919 -2.717884 -0.435 -0.304 0.409
H 0.724665 -2.834459 -0.891455 0.412 0.419 -0.328
H 1.434069 -3.484877 -2.357910 0.024 0.657 -0.027
H -2.288189 -0.900042 0.278997 0.277 -0.486 -0.010
H -1.114565 -2.113175 0.847382 -0.300 0.049 -0.406
H -2.842671 -2.544997 0.673120 0.470 0.022 -0.392
Br -0.880033 -0.805311 4.645125 -0.893 -3.654 3.444

---

# 3
37
Properties=species:S:1:pos:R:3:forces:R:3 method="wB97M-V/def2-TZVPD" lumo_ha="-0.1157 / -0.2888" total_charge=+1 total_energy_ha=-6403.439525 spin_multiplicity=2 s_squared=0.7544 orbital_gap_ev="8.96 / 3.89"
Ca 0.352345 0.792020 0.991185 -0.062 0.532 1.367
Br 3.243129 0.243735 1.280172 0.108 -0.057 0.213
Br -0.580112 0.827522 3.703286 0.440 -0.076 -1.005
C 1.707037 2.633219 -3.074935 0.605 1.529 0.166
C 1.750475 2.413154 -1.539531 0.434 1.038 -0.769
C 1.306489 3.613797 -0.576044 0.265 -0.269 -1.988
O 1.237303 3.047731 0.685617 0.033 -1.297 1.253
C 0.687748 3.869593 1.713473 -0.623 0.963 -0.303
N 0.855597 1.267184 -1.307180 -0.007 0.141 0.275
H 2.571485 3.179324 -3.452577 -0.177 0.892 0.393
H 0.777401 3.152356 -3.308083 0.087 0.110 -0.364
H 1.828556 1.799786 -3.766829 -0.526 -0.904 0.789
H 2.777327 2.150403 -1.285323 -0.082 -0.187 0.375
H 0.371820 4.080688 -0.886693 -0.835 -0.594 -0.117
H 1.911709 4.520308 -0.583576 0.995 -0.397 -0.079
H -0.317194 4.125464 1.377711 -0.210 0.335 0.212
H 1.267477 4.785568 1.827523 0.094 -0.033 0.022
H 0.590077 3.364099 2.674221 0.374 -0.368 -0.263
H 1.140432 0.617869 -2.026453 -0.064 -0.602 0.102
H -0.027533 1.604622 -1.662616 -0.656 -0.016 -0.225
C -1.800997 -1.682139 -0.868842 -2.415 -0.702 0.429
C -1.142648 -1.930429 0.483372 0.190 -0.129 -0.435
C -1.127299 -3.364822 1.073582 -1.740 -1.132 0.778
O -2.455575 -4.006889 1.247741 0.929 1.718 -1.572
C -2.397120 -5.373576 1.596127 0.871 0.125 -0.011
N 0.244411 -1.445440 0.313578 0.826 -0.891 -0.202
H -1.552720 -0.722194 -1.321572 0.257 -0.019 0.072
H -2.858306 -1.634057 -0.608315 -0.309 0.486 -0.095
H -1.912580 -2.455289 -1.629031 1.178 -0.311 0.047
H -1.614849 -1.192529 1.131935 -0.266 -0.453 0.651
H -0.748182 -3.443064 2.092523 0.513 0.895 0.164
H -0.432327 -3.977828 0.499716 -0.233 -0.217 -0.623
H -1.557638 -5.480358 2.283138 -0.290 -0.405 0.681
H -2.145528 -6.042692 0.773277 -0.145 0.156 -0.488
H -3.367263 -5.669906 1.995019 0.257 0.153 0.209
H 0.504257 -1.639290 -0.642983 0.038 0.112 -0.394
H 0.912796 -2.027939 0.797384 0.148 -0.126 0.734

---

# 4
12
Properties=species:S:1:pos:R:3:forces:R:3 method="wB97M-V/def2-TZVPD" lumo_ha=0.0295 total_energy_ha=-720.572380 spin_multiplicity=1 orbital_gap_ev=10.69 relative_energy_kj_mol=457.1
C -1.053920 -0.195735 -0.539398 3.759 -0.353 0.298
C -0.757426 -0.362755 0.934285 -1.303 0.577 0.255
C 0.104018 0.804572 -0.587874 0.426 5.151 -1.272
N 0.368142 0.539316 0.936298 2.279 1.494 0.558
O 2.735064 0.755555 -0.201557 1.185 0.856 0.467
O 1.473434 -1.380394 -0.318298 0.787 -1.361 0.000
S 1.541635 0.021989 -0.111943 -2.148 -0.413 -0.682
H -0.652721 -0.988201 -1.135097 -0.584 -1.030 -0.284
H -1.990220 0.027530 -0.775440 -3.782 1.425 -1.301
H -1.447952 0.061738 1.659948 -0.473 -0.177 -0.315
H -0.562556 -1.352424 1.156147 0.670 -1.993 0.958
H 0.242497 2.068814 -1.017068 -0.816 -4.176 1.317

---

# 5
27
Properties=species:S:1:pos:R:3:forces:R:3 method="wB97M-V/def2-TZVPD" lumo_ha="0.0756 / 0.0755" total_charge=-1 total_energy_ha=-4940.690733 spin_multiplicity=6 s_squared=8.7614 orbital_gap_ev="6.78 / 6.66"
Fe -0.393052 -1.235339 -0.908971 -2.284 -2.901 -0.696
Br -1.837472 -1.773139 -3.039701 0.398 0.586 0.540
P 0.665858 -2.922359 0.331049 -1.837 -7.070 0.763
O 0.916708 -2.793559 -1.199461 2.660 0.809 -0.387
O -0.837882 -2.861469 0.191859 -6.531 0.780 -1.472
O 0.659348 -1.487799 0.849539 4.300 3.581 0.962
O 0.676528 -4.286899 1.082729 3.130 2.910 -0.771
C 1.561478 0.782681 -0.911251 2.397 2.420 0.331
C 2.105428 2.219981 -1.340541 -0.657 -1.106 -0.096
O 1.078228 3.215311 -1.400621 0.001 -0.671 0.276
O 0.784838 0.130591 -1.864971 -0.501 1.119 -0.356
H 1.064348 0.868001 0.055019 -0.303 -0.224 -0.265
H 2.459348 0.180781 -0.771101 0.127 -0.010 0.373
H 2.588098 2.121611 -2.312881 -0.093 -0.109 -0.435
H 2.935168 2.479561 -0.683091 -0.238 0.088 0.493
H 1.447258 4.101471 -1.388961 0.219 -0.107 -0.009
H 1.190468 0.232991 -2.729021 -0.221 -0.440 -0.283
C -1.343172 0.221111 2.388239 -1.762 -2.890 0.513
C -2.442582 0.170761 1.270299 1.589 1.349 0.636
O -1.780262 0.152691 -0.011531 -0.049 0.152 -0.495
O -0.945012 -1.140069 2.639939 -1.361 2.266 1.591
H -1.857242 0.564201 3.286089 0.022 0.179 0.230
H -0.474742 0.862161 2.236709 -0.131 0.267 -0.656
H -2.993992 1.108061 1.344619 -0.339 0.074 -0.253
H -3.136242 -0.669299 1.305699 0.492 -0.099 0.346
H -1.781832 1.048771 -0.355961 0.032 -0.031 -0.244
H -0.309612 -1.290819 1.936269 0.942 -0.924 -0.635

---

# 6
8
Properties=species:S:1:pos:R:3:forces:R:3 method="wB97M-V/def2-TZVPD" lumo_ha=0.0358 smiles="[H]/N=[N+](/C)[O-]" total_energy_ha=-225.139383 spin_multiplicity=1 orbital_gap_ev=11.26 relative_energy_kj_mol=400.7
H -0.977023 2.127379 0.394648 1.578 -2.217 0.052
N -0.643869 1.214114 -0.083233 -3.917 4.438 -1.478
N 0.012898 0.374107 0.469051 2.835 -1.731 0.550
C 0.217274 -0.789874 -0.407598 -0.472 -2.502 -0.869
O 0.645522 0.360852 1.529586 -0.439 0.328 0.871
H 0.213016 -0.475366 -1.473202 -0.271 -0.093 0.918
H 1.197803 -1.288516 -0.212522 -0.980 0.527 0.290
H -0.665621 -1.522696 -0.216730 1.665 1.250 -0.334